#P
Density functional theory data (ωB97M-V/def2-TZVPD) for the molecule C9H12N2.

Output
Spin multiplicity: 1
Gap between HOMO and LUMO in eV: 9.27
Highest occupied orbital energy in eV: -8.40
Structure (SMILES): C=C(C=C(C)C)c1cn[nH]c1
LUMO energy in hartree: 0.0317
Charge: 0

Element x y z (Å)
C -0.7801 0.4171 -2.2587
C -0.5735 0.5401 -0.9132
C 0.9843 0.6649 -0.3170
C 1.7431 -0.4065 -0.1986
C 3.1496 -0.2922 0.3609
C 1.3391 -1.8848 -0.2994
C -1.5441 0.6556 0.0960
C -2.9063 0.2729 0.1026
N -3.5442 0.5009 1.2467
N -2.6189 1.0731 2.0124
C -1.4221 1.1717 1.3559
H -0.0805 0.4479 -3.1241
H -1.7598 0.0085 -2.5450
H 1.3002 1.7185 -0.1124
H 3.6388 0.3426 -0.4092
H 3.4996 -1.3065 0.4482
H 3.0182 0.1937 1.3527
H 0.2183 -1.9324 -0.6721
H 1.8021 -2.4886 -0.9734
H 1.3180 -2.3366 0.6878
H -3.3555 -0.3261 -0.7327
H -2.7899 1.3108 2.9526
H -0.6362 1.6556 1.9402

natural (NBO) population analysis, charges in e, atoms 1 to 4: -0.40, 0.01, -0.24, 0.04



#Q
Density functional theory data (ωB97M-V/def2-TZVPD) for the molecule C9H12N2.

Output
Spin multiplicity: 1
Gap between HOMO and LUMO in eV: 9.15
Highest occupied orbital energy in eV: -8.12
Structure (SMILES): Nc1ccc2c(n1)CCCC2
LUMO energy in hartree: 0.0379
Charge: 0

Element x y z (Å)
N -2.5125 -0.0021 2.8078
C -1.7526 -0.4498 1.7357
C -1.0871 -1.6937 1.7726
C -0.1195 -1.7932 0.8045
C 0.2099 -0.8665 -0.0537
C -0.6165 0.3680 -0.0827
N -1.4920 0.4736 0.8137
C -0.1954 1.5637 -1.1053
C 1.3208 1.5549 -1.4252
C 1.7330 0.1278 -1.9458
C 1.5036 -0.7877 -0.7686
H -2.7311 0.9730 2.7592
H -3.5438 -0.2153 2.8103
H -1.3264 -2.5582 2.4551
H 0.5389 -2.7801 0.7639
H -0.6127 2.5236 -0.5848
H -0.7378 1.4428 -1.9679
H 1.9841 1.9595 -0.5877
H 1.3563 2.2295 -2.2447
H 1.2718 -0.0834 -2.9413
H 2.8701 0.1661 -2.1347
H 1.7511 -1.7864 -0.9955
H 2.1879 -0.3660 0.1150

natural (NBO) population analysis, charges in e, atoms 1 to 4: -0.83, 0.34, -0.27, -0.17



It turns out #Q is the most stable, with the second structure 142.4 kJ/mol higher.



#P
Density functional theory data (ωB97M-V/def2-TZVPD) for a cluster of 2 separate species, C2H7N3O in total.

Output
Spin multiplicity: 1
Gap between HOMO and LUMO in eV: 9.64
Highest occupied orbital energy in eV: -8.66
LUMO energy in hartree: 0.0362
Charge: 0

Element x y z (Å)
C 3.1909 0.9246 0.3207
C 1.8506 0.8372 -0.2301
N -3.2102 -0.5633 0.4153
N -1.9503 0.7173 -1.0800
N -2.2197 -0.3761 -0.7071
O 2.0879 1.0360 1.1400
H 3.9057 0.1357 0.5011
H 3.6959 1.7870 0.1757
H 1.4026 1.6939 -0.7767
H -2.6836 -0.8392 1.2095
H -3.6076 0.3200 0.5459
H 1.4401 -0.0467 -0.6193
H -2.0249 -1.2825 -0.9900

natural (NBO) population analysis, charges in e, atoms 1 to 4: -0.10, -0.11, -0.73, -0.22



#Q
Density functional theory data (ωB97M-V/def2-TZVPD) for the molecule C2H7N3O.

Output
Spin multiplicity: 1
Gap between HOMO and LUMO in eV: 10.15
Highest occupied orbital energy in eV: -9.34
Structure (SMILES): CNNC(N)=O
LUMO energy in hartree: 0.0297
Charge: 0

Element x y z (Å)
C 1.0592 -1.0536 0.9735
N -0.2806 -1.0814 0.4059
N -0.3528 -0.5091 -0.8731
C -0.6527 0.7877 -1.1800
N -0.7151 1.6532 -0.1117
O -0.8903 1.1291 -2.3175
H 1.0233 -1.5540 1.9387
H 1.4806 -0.0485 1.1080
H 1.7172 -1.6133 0.3104
H -0.9531 -0.6316 1.0243
H -0.4569 -1.1712 -1.6295
H -0.7999 2.6229 -0.3681
H -0.1789 1.4697 0.7190

natural (NBO) population analysis, charges in e, atoms 1 to 4: -0.42, -0.45, -0.49, 0.76



It turns out #Q is the most stable, with the second structure 472.8 kJ/mol higher.



#P
Density functional theory data (ωB97M-V/def2-TZVPD) for a cluster of 2 separate species, C4H6N in total.

Output
Spin multiplicity: 1
Gap between HOMO and LUMO (spin up / spin down) in eV: 8.29 / 8.29
Highest occupied orbital energy (spin up / spin down) in eV: -14.51 / -14.51
LUMO energy (spin up / spin down) in hartree: -0.2285 / -0.2285
Charge: +1

Element x y z (Å)
C 0.9557 0.8555 -0.4606
C 0.0391 1.2087 0.5625
C 1.3685 0.1585 0.7607
C -0.1449 -0.0085 1.2409
N -1.1303 -1.2312 -0.5314
H 0.8743 0.9182 -1.5396
H -0.2039 2.2101 0.9237
H 2.3657 0.0148 1.1492
H -1.4109 -0.5209 -1.2370
H -1.9682 -1.4698 0.0278
H -0.7452 -2.1354 -0.8962

natural (NBO) population analysis, charges in e, atoms 1 to 4: 0.05, -0.25, -0.12, 0.28



#Q
Density functional theory data (ωB97M-V/def2-TZVPD) for a cluster of 3 separate species, C4H6N in total.

Output
Spin multiplicity: 1
Gap between HOMO and LUMO in eV: 8.33
Highest occupied orbital energy in eV: -15.34
LUMO energy in hartree: -0.2579
Charge: +1

Element x y z (Å)
C 1.0933 -0.3254 -0.5161
C -0.1939 -0.0668 -0.5931
C 2.2975 -0.7315 -0.3045
C -1.5982 -0.3815 -0.7522
N -1.1300 1.0405 -0.3590
H 2.5793 -1.3530 0.6028
H 3.2740 -0.5275 -0.9184
H -1.9156 -0.5143 2.1169
H -1.8437 -0.5633 1.2677
H -1.5106 1.5572 0.4940
H -1.0523 1.8656 -1.0380

natural (NBO) population analysis, charges in e, atoms 1 to 4: 0.25, -0.17, -0.38, 0.42



#R
Density functional theory data (ωB97M-V/def2-TZVPD) for a cluster of 2 separate species, C4H6N in total.

Output
Spin multiplicity: 1
Gap between HOMO and LUMO (spin up / spin down) in eV: 11.50 / 6.41
Highest occupied orbital energy (spin up / spin down) in eV: -15.32 / -14.23
LUMO energy (spin up / spin down) in hartree: -0.1404 / -0.2873
Charge: +1

Element x y z (Å)
C 0.6891 -0.0093 -0.1742
C 1.9949 0.0650 0.1759
C -1.2814 0.5019 0.3568
C -0.5534 -0.6954 -0.2966
N -0.3567 0.8367 -0.6567
H 2.7102 0.9384 0.1326
H 2.5609 -0.9185 0.6049
H -2.3097 0.5393 0.0392
H -0.8478 0.7140 1.3393
H -2.1680 -3.2673 0.0865
H -0.4381 1.2953 -1.6077

natural (NBO) population analysis, charges in e, atoms 1 to 4: 0.01, -0.27, -0.22, 0.31



It turns out #P is the most stable, with the second structure 166.3 kJ/mol higher.